# C27H40BO7P2S

4 unconnected molecules or ions with the total composition C27H40BO7P2S in a non-equilibrium geometry (ωB97M-V with the def2-TZVPD basis set, the Open Molecules 2025 dataset).

Output
- HOMO-LUMO gap (Ha) = 0.247
- total energy (a.u.) = -2685.1827

```
! wB97M-V def2-TZVPD RIJCOSX def2/J DEFGRID3
* xyz 1 1
C -4.32 -4.08 0.08
C -3.10 -4.79 -0.44
O -1.87 -4.21 0.07
B -1.49 -2.99 -0.36
O -1.85 -1.83 0.19
P -0.39 -3.08 -2.03
O -1.36 -3.40 -3.26
C 0.71 -1.73 -2.41
C 0.13 -0.33 -2.16
C 1.18 0.65 -1.63
C 1.27 0.78 -0.13
C 1.77 -0.46 0.57
O 1.41 -0.37 1.96
C 1.03 -1.54 2.54
C 2.07 -2.59 2.64
O -0.14 -1.67 2.97
P 0.89 -4.82 -1.76
O 1.65 -4.93 -3.15
O -0.02 -6.08 -1.68
S 1.98 -4.43 -0.25
H -4.67 -3.32 -0.61
H -5.13 -4.79 0.19
H -4.13 -3.63 1.04
H -3.09 -4.79 -1.53
H -3.09 -5.82 -0.14
H -1.15 -1.19 0.36
H -2.03 -2.72 -3.41
H 0.93 -1.85 -3.46
H 1.63 -1.91 -1.89
H -0.75 -0.35 -1.52
H -0.19 0.06 -3.11
H 1.06 1.62 -2.09
H 2.15 0.30 -1.97
H 1.99 1.56 0.09
H 0.34 1.11 0.31
H 1.35 -1.38 0.16
H 2.85 -0.54 0.50
H 2.96 -2.36 2.07
H 1.67 -3.53 2.30
H 2.34 -2.70 3.68
H 2.60 -4.85 -2.97
H -0.22 -6.46 -2.54
C 3.59 4.17 -2.08
C 3.42 5.29 -2.89
C 3.92 5.29 -4.18
C 4.59 4.18 -4.67
C 4.75 3.06 -3.87
C 4.26 3.06 -2.57
H 3.20 4.17 -1.07
H 2.90 6.16 -2.50
H 3.80 6.17 -4.80
H 4.98 4.18 -5.68
H 5.27 2.19 -4.25
H 4.39 2.19 -1.94
C -2.66 1.62 0.17
C -2.17 2.92 0.05
C -2.66 3.75 -0.94
C -3.63 3.30 -1.82
C -4.11 2.00 -1.70
C -3.63 1.16 -0.71
H -2.28 0.97 0.95
H -1.42 3.28 0.74
H -2.28 4.76 -1.03
H -4.01 3.95 -2.59
H -4.88 1.65 -2.39
H -4.01 0.15 -0.62
C -1.22 1.64 7.38
C -1.20 0.47 6.63
C -0.68 0.49 5.34
C -0.16 1.67 4.82
C -0.18 2.83 5.57
C -0.71 2.82 6.85
H -1.63 1.63 8.38
H -1.60 -0.44 7.04
H -0.66 -0.41 4.74
H 0.26 1.67 3.82
H 0.22 3.75 5.17
H -0.73 3.72 7.44
*
```


# C3H12O3

3 unconnected molecules or ions with the total composition C3H12O3 in a non-equilibrium geometry (ωB97M-V with the def2-TZVPD basis set, the Open Molecules 2025 dataset).

Output
- HOMO-LUMO gap (alpha / beta) (Ha) = 0.097 / 0.366
- total energy (a.u.) = -347.1154
- energy above the lowest of the compared OMol25 structures with the same formula, charge and spin (eV) = 1.613

```
! wB97M-V def2-TZVPD RIJCOSX def2/J DEFGRID3
* xyz -1 2
C 0.36 0.27 -1.17
O -0.16 0.44 -2.51
C 0.69 1.63 -0.49
C 1.49 2.79 -1.18
H -0.22 -0.35 -0.60
H 1.29 -0.34 -1.52
H -1.03 0.93 -2.40
H -0.27 2.14 -0.26
H 1.18 1.28 0.42
H 1.59 2.98 -2.23
H 1.36 3.90 -0.79
H 2.59 2.63 -1.03
H -0.72 -2.37 2.83
H -1.93 -1.35 2.67
O -1.53 -2.04 3.30
H -1.41 -4.65 2.36
H -2.06 -3.73 1.10
O -1.21 -4.16 1.50
*
```